[1]
14
Properties=species:S:1:pos:R:3 method="wB97M-V/def2-TZVPD" multiplicity=1 charge=-1 gap_ev=8.1 smiles="[H]/N=C(/N)N(N)N=[N+]([O-])[O-]"
C -0.988 0.831 0.130
N 1.241 0.435 -0.189
N -0.804 2.080 0.166
N -2.352 0.350 0.107
N -0.299 -1.599 -0.540
N 0.040 -0.095 0.186
N 2.342 -0.142 0.097
O 2.453 -1.350 0.458
O 3.359 0.599 -0.035
H 0.206 2.379 -0.013
H -2.963 0.954 0.585
H -2.527 -0.629 0.459
H 0.155 -1.487 -1.465
H 0.136 -2.326 0.055



[2]
51
Properties=species:S:1:pos:R:3 method="wB97M-V/def2-TZVPD" multiplicity=1 gap_ev=2.4 de_lowest_kj_mol=1427.78
Pb 5.520 6.691 16.752
O 10.239 4.362 20.565
C 9.240 4.842 19.910
O 9.440 4.943 18.703
O 8.282 5.388 20.434
H 10.719 4.265 19.739
O 7.655 4.776 10.486
C 8.022 5.957 10.998
O 8.859 6.716 10.463
O 7.422 6.370 11.984
H 8.300 4.917 9.790
C 10.589 10.313 15.491
O 9.559 10.156 16.149
N 11.579 9.512 15.170
N 11.017 11.438 15.095
H 11.457 8.574 15.524
H 12.292 9.658 14.469
H 11.899 11.461 14.603
H 10.499 12.295 15.222
C 3.323 12.185 14.501
O 3.486 11.201 15.313
N 3.754 13.415 14.692
N 2.691 12.053 13.318
H 3.582 14.022 13.903
H 4.186 13.679 15.566
H 2.561 11.114 12.971
H 2.375 12.847 12.780
C 2.002 6.881 21.856
O 2.514 7.410 20.933
N 1.005 7.439 22.521
N 2.603 5.969 22.540
H 0.613 6.984 23.333
H 0.534 8.277 22.211
H 2.352 5.822 23.507
H 3.402 5.565 22.072
C 0.961 6.616 12.643
O 1.592 6.150 13.592
N -0.206 7.209 12.822
N 1.344 6.614 11.411
H -0.579 7.603 11.970
H -0.536 7.491 13.734
H 0.721 7.076 10.765
H 2.243 6.255 11.123
C 4.648 0.229 16.449
O 4.734 1.443 16.266
N 3.483 -0.394 16.252
N 5.638 -0.584 16.717
H 3.367 -1.364 16.509
H 2.688 0.103 15.877
H 5.560 -1.589 16.658
H 6.524 -0.180 16.986



[3]
77
Properties=species:S:1:pos:R:3 method="wB97M-V/def2-TZVPD" multiplicity=1 gap_ev=7.0 de_lowest_kj_mol=1413.14
N -0.397 -1.678 -3.943
C -0.143 -1.028 -5.061
C -0.846 0.143 -5.417
C -1.712 0.671 -4.481
C -1.829 0.058 -3.226
C -1.115 -1.097 -2.968
H 0.460 -1.548 -5.791
H -0.602 0.599 -6.365
H -2.186 1.594 -4.783
H -2.394 0.564 -2.457
H -1.162 -1.574 -2.000
N -2.657 4.180 2.369
C -1.429 3.579 2.318
C -1.028 2.698 1.302
C -1.893 2.641 0.234
C -3.121 3.274 0.160
C -3.488 3.947 1.318
H -0.790 3.759 3.170
H -0.047 2.260 1.186
H -1.597 2.014 -0.594
H -3.742 3.078 -0.702
H -4.435 4.445 1.463
N -3.943 -3.887 -0.374
C -4.063 -2.926 -1.302
C -3.153 -2.667 -2.320
C -2.000 -3.411 -2.351
C -1.805 -4.457 -1.395
C -2.823 -4.677 -0.486
H -5.026 -2.437 -1.297
H -3.322 -1.841 -2.995
H -1.294 -3.319 -3.163
H -1.063 -5.233 -1.512
H -2.789 -5.601 0.071
N -0.780 -1.830 -0.639
C -1.905 -1.912 0.131
C -2.198 -1.015 1.168
C -1.221 -0.076 1.544
C -0.038 0.007 0.811
C 0.135 -0.870 -0.260
H -2.612 -2.661 -0.195
H -3.135 -1.070 1.701
H -1.427 0.638 2.328
H 0.624 0.849 0.949
H 1.036 -0.754 -0.844
N -0.241 3.035 3.832
C 0.306 3.798 4.797
C 1.496 3.442 5.417
C 2.071 2.224 5.084
C 1.564 1.405 4.180
C 0.418 1.866 3.519
H -0.089 4.794 4.935
H 1.965 4.116 6.119
H 2.995 1.987 5.591
H 2.007 0.449 3.941
H -0.158 1.247 2.847
N 3.749 -1.310 -1.884
C 3.960 0.019 -2.024
C 2.891 0.880 -2.236
C 1.598 0.325 -2.369
C 1.370 -1.030 -2.253
C 2.483 -1.832 -2.016
H 4.931 0.490 -2.023
H 2.996 1.918 -2.516
H 0.754 0.948 -2.624
H 0.408 -1.488 -2.433
H 2.527 -2.897 -1.844
N 2.886 0.748 1.958
C 3.935 0.312 2.716
C 4.495 -0.928 2.502
C 4.009 -1.727 1.542
C 2.931 -1.370 0.734
C 2.412 -0.124 0.986
H 4.354 1.056 3.377
H 5.388 -1.312 2.972
H 4.457 -2.709 1.498
H 2.485 -2.017 -0.006
H 1.604 0.254 0.378



[4]
37
Properties=species:S:1:pos:R:3 method="wB97M-V/def2-TZVPD" multiplicity=1 charge=-1 gap_ev=9.1 de_lowest_kj_mol=63.60
Cl 0.301 0.852 0.250
C -3.892 1.072 -1.492
C -4.027 1.420 -0.013
O -5.084 1.849 0.440
N -2.929 1.148 0.694
C -2.883 1.219 2.192
H -4.221 1.965 -2.026
H -4.590 0.253 -1.656
H -2.868 0.825 -1.758
H -1.994 1.076 0.303
H -3.254 0.252 2.519
H -3.507 2.072 2.450
H -1.823 1.374 2.376
C 3.062 0.891 -3.240
C 3.809 1.657 -2.192
O 4.775 2.353 -2.484
N 3.302 1.498 -0.945
C 4.022 1.868 0.248
H 3.237 -0.176 -3.099
H 3.433 1.174 -4.223
H 2.006 1.161 -3.198
H 2.601 0.770 -0.901
H 4.747 1.091 0.496
H 3.338 1.973 1.092
H 4.461 2.862 0.192
C -0.703 -2.026 2.873
C -0.223 -3.009 1.803
O -0.082 -4.187 2.150
N -0.054 -2.519 0.570
C 0.289 -3.283 -0.604
H -1.780 -2.074 2.996
H -0.266 -1.088 2.513
H -0.244 -2.300 3.819
H -0.024 -1.503 0.553
H 0.215 -4.331 -0.310
H 1.280 -3.019 -0.968
H -0.428 -3.161 -1.418



[5]
120
Properties=species:S:1:pos:R:3 method="wB97M-V/def2-TZVPD" multiplicity=1 charge=+1 gap_ev=6.9
C 3.986 -1.518 0.264
C 2.672 -1.355 0.335
C 1.093 -1.353 0.749
I 0.396 0.684 0.610
N 0.997 -1.642 2.258
O 1.211 -0.389 2.726
C 2.380 -0.463 3.624
C 2.838 1.086 3.893
C -0.361 -2.217 2.348
N -1.314 -2.186 3.285
C -1.077 -1.474 4.582
C -2.022 -0.142 4.771
C -1.850 0.756 3.443
C -2.737 2.102 3.398
N -2.591 2.646 1.978
C -3.375 3.891 1.797
N -4.558 4.072 2.376
N -2.785 4.929 0.874
N -0.631 -2.972 1.111
C 0.366 -2.611 0.062
O 1.461 -3.453 -0.310
C 1.439 -4.811 0.147
C 0.979 -5.827 -1.061
O 1.728 -5.510 -2.257
C 0.993 -5.804 -3.477
C 1.133 -7.331 -4.002
C -0.608 -2.381 -1.244
F -1.641 -1.404 -1.021
F -1.344 -3.663 -1.333
C 0.172 -2.260 -2.636
C 0.912 -0.856 -2.917
Si -0.156 0.462 -3.843
C 0.196 0.319 -5.757
C -2.045 0.250 -3.642
C 0.497 2.193 -3.255
C -0.147 3.005 -2.064
C 0.352 4.390 -1.499
C 1.612 5.054 -2.180
C 2.269 4.276 -3.409
C 1.758 2.889 -3.969
H 5.074 -1.847 0.048
H 2.154 -0.936 4.648
H 3.247 -1.048 3.134
H 3.340 1.184 4.924
H 1.887 1.734 3.894
H 3.572 1.409 3.070
H -2.243 -2.650 3.165
H 0.030 -1.260 4.819
H -1.437 -2.204 5.421
H -1.769 0.429 5.755
H -3.133 -0.471 4.895
H -2.100 0.158 2.476
H -0.735 1.096 3.416
H -2.202 2.897 4.065
H -3.839 1.967 3.699
H -2.923 1.895 1.336
H -4.935 4.999 2.098
H -3.441 5.730 0.773
H -2.721 4.543 -0.098
H -0.953 -3.947 1.186
H 2.554 -5.114 0.339
H 0.898 -5.044 1.131
H -0.159 -5.897 -1.188
H 1.344 -6.879 -0.709
H -0.107 -5.446 -3.379
H 1.466 -5.134 -4.309
H 1.313 -7.282 -5.154
H 2.007 -7.915 -3.537
H 0.104 -7.851 -3.880
H 0.944 -3.102 -2.808
H -0.627 -2.399 -3.479
H 1.446 -0.396 -1.987
H 1.790 -1.099 -3.654
H -0.583 0.972 -6.326
H 1.267 0.673 -5.977
H -0.004 -0.783 -6.090
H -2.683 0.863 -4.396
H -2.393 -0.847 -3.726
H -2.379 0.634 -2.588
H -1.052 2.518 -1.529
H -0.199 4.865 -0.588
H 2.018 6.047 -1.773
H 3.192 4.788 -3.915
H 2.275 2.377 -4.856
C 5.317 7.290 -3.820
O 5.273 5.909 -4.150
H 4.296 7.660 -3.714
H 5.849 7.425 -2.878
H 5.821 7.842 -4.616
H 6.188 5.608 -4.238
C -6.829 0.679 3.096
O -6.919 0.698 4.513
H -6.324 -0.237 2.786
H -7.832 0.702 2.666
H -6.254 1.544 2.754
H -7.370 1.518 4.759
C 7.697 10.346 -3.396
O 7.102 9.280 -2.672
H 7.181 10.456 -4.351
H 7.606 11.273 -2.826
H 8.751 10.122 -3.579
H 7.577 9.204 -1.833
C -0.485 0.522 8.462
O -0.528 -0.861 8.140
H -1.506 0.892 8.563
H 0.045 0.662 9.407
H 0.022 1.070 7.664
H 0.388 -1.162 8.057
C 4.378 -8.863 -5.030
O 3.781 -9.917 -4.291
H 3.858 -8.759 -5.983
H 4.295 -7.929 -4.468
H 5.430 -9.094 -5.216
H 4.260 -9.987 -3.454
C -10.628 -1.415 2.491
O -9.786 -0.421 3.054
H -10.824 -1.161 1.448
H -10.132 -2.387 2.540
H -11.573 -1.449 3.038
H -9.629 -0.670 3.976



[6]
6
Properties=species:S:1:pos:R:3 method="wB97M-V/def2-TZVPD" multiplicity=9 charge=+3 gap_ev="10.4 / 6.0" de_lowest_kj_mol=11.71
Li -3.677 0.939 0.188
O -2.556 -0.424 0.739
O 2.251 0.483 -0.300
O 1.817 -0.785 -0.054
C 2.577 0.925 -1.325
Gd -0.412 -1.138 0.753